Record 1
{"formula": "C24H32N4O", "method": "the ωB97M-V functional and the def2-TZVPD basis", "elements": ["C", "C", "N", "C", "N", "C", "C", "H", "C", "C", "C", "C", "C", "C", "H", "H", "H", "H", "H", "N", "C", "H", "C", "H", "H", "C", "C", "O", "N", "H", "C", "H", "H", "C", "C", "C", "C", "C", "C", "H", "H", "H", "H", "H", "H", "H", "H", "H", "H", "H", "C", "H", "C", "H", "H", "H", "H", "H", "H", "H", "H"], "xyz": [[-3.005, -1.880, -3.561], [-3.029, -0.988, -2.462], [-2.180, 0.127, -2.411], [-2.402, 0.827, -1.359], [-3.315, 0.539, -0.494], [-4.235, -0.400, -0.355], [-4.234, -1.331, -1.311], [-4.860, -2.002, -1.684], [-5.195, -0.415, 0.603], [-5.621, -1.722, 1.067], [-6.625, -1.564, 2.136], [-7.071, -0.525, 2.689], [-6.428, 0.429, 2.313], [-5.520, 0.789, 1.427], [-5.140, 1.638, 0.965], [-6.829, 1.471, 3.077], [-7.642, -0.855, 3.654], [-6.996, -2.781, 2.488], [-5.236, -2.468, 0.507], [-1.673, 1.981, -1.174], [-0.590, 2.075, -2.303], [-0.643, 3.210, -2.415], [0.773, 1.866, -1.457], [0.704, 0.746, -1.056], [1.609, 2.083, -2.442], [1.023, 2.661, -0.283], [2.271, 2.178, 0.440], [3.169, 3.363, 0.507], [2.293, 1.087, 1.076], [1.672, 0.413, 0.883], [3.591, 0.762, 1.549], [4.132, 1.516, 1.720], [3.347, 0.169, 2.545], [4.386, -0.398, 0.672], [5.718, -0.648, 1.360], [6.640, -1.290, 0.510], [5.881, -2.783, 0.001], [4.516, -2.466, -0.230], [3.651, -1.530, 0.403], [2.609, -1.235, -0.025], [3.522, -2.165, 1.485], [3.839, -3.342, -0.454], [4.599, -2.036, -1.425], [6.409, -3.567, -0.449], [5.573, -3.269, 1.033], [7.701, -1.776, 0.957], [6.906, -1.088, -0.422], [6.419, 0.202, 1.589], [5.599, -0.980, 2.212], [4.462, 0.327, -0.197], [-0.243, 2.516, 0.605], [-0.300, 1.487, 0.978], [-1.369, 2.831, -0.218], [-1.494, 3.734, -0.340], [-2.315, 2.507, 0.616], [-0.141, 3.237, 1.717], [0.962, 3.622, -0.667], [-0.796, 1.414, -2.999], [-2.198, -1.458, -4.246], [-2.741, -2.919, -3.033], [-3.911, -1.927, -4.317]], "charge": 0, "gap_ev": 8.03}

Record 2
{"formula": "C4H7NO", "method": "the ωB97M-V functional and the def2-TZVPD basis", "elements": ["C", "N", "C", "C", "C", "O", "H", "H", "H", "H", "H", "H", "H"], "xyz": [[-0.999, 1.368, -0.152], [0.233, 1.566, -0.355], [1.153, 0.443, -0.194], [0.550, -0.696, 0.640], [-0.795, -0.943, -0.041], [-1.635, 0.195, 0.141], [-1.710, 2.191, -0.219], [2.080, 0.833, 0.238], [1.398, 0.063, -1.194], [0.520, -0.380, 1.696], [1.146, -1.607, 0.586], [-0.590, -1.163, -1.125], [-1.352, -1.869, -0.020]], "smiles": "C1=NCCCO1", "charge": 0, "gap_ev": 10.59}

Record 3
{"formula": "C48H48N4O3P2S5Tl", "method": "the ωB97M-V functional and the def2-TZVPD basis", "elements": ["Tl", "O", "C", "S", "C", "C", "S", "S", "S", "O", "C", "C", "C", "C", "C", "C", "P", "C", "C", "C", "C", "C", "C", "C", "C", "C", "C", "C", "C", "C", "C", "C", "C", "C", "C", "P", "C", "C", "C", "C", "C", "C", "C", "C", "C", "C", "C", "C", "H", "H", "H", "H", "H", "H", "H", "H", "H", "H", "H", "H", "H", "H", "H", "H", "H", "H", "H", "H", "H", "H", "H", "H", "H", "H", "H", "H", "C", "N", "C", "C", "O", "N", "C", "C", "H", "H", "H", "H", "H", "H", "H", "H", "H", "H", "H", "H", "C", "N", "C", "C", "N", "C", "S", "H", "H", "H", "H", "H", "H", "H", "H"], "xyz": [[-0.007, 0.348, -1.326], [-0.709, 2.288, -8.576], [-0.613, 2.303, -7.392], [0.949, 2.358, -6.529], [0.321, 2.385, -4.900], [-1.136, 2.320, -4.784], [-1.944, 2.280, -3.365], [-2.018, 2.275, -6.288], [1.347, 2.484, -3.629], [-3.154, -0.180, 1.508], [-3.513, -1.459, 1.864], [-4.134, -1.805, 3.058], [-4.496, -3.123, 3.286], [-4.225, -4.101, 2.344], [-3.525, -3.767, 1.198], [-3.152, -2.452, 0.943], [-2.067, -1.949, -0.453], [-3.168, -2.096, -1.917], [-3.819, -3.280, -2.261], [-4.583, -3.348, -3.414], [-4.702, -2.236, -4.239], [-4.068, -1.052, -3.901], [-3.309, -0.985, -2.741], [-1.056, -3.468, -0.652], [-0.660, -3.886, -1.921], [0.203, -4.960, -2.071], [0.702, -5.616, -0.954], [0.331, -5.189, 0.313], [-0.538, -4.120, 0.465], [-3.480, 0.922, 2.264], [-4.736, 1.130, 2.822], [-4.958, 2.260, 3.592], [-3.944, 3.183, 3.804], [-2.720, 3.014, 3.180], [-2.485, 1.898, 2.385], [-1.023, 1.762, 1.279], [0.283, 2.372, 2.412], [0.675, 3.700, 2.539], [1.623, 4.057, 3.489], [2.184, 3.095, 4.315], [1.814, 1.764, 4.176], [0.871, 1.405, 3.227], [-1.356, 3.223, 0.214], [-0.290, 3.798, -0.482], [-0.507, 4.861, -1.343], [-1.793, 5.344, -1.547], [-2.861, 4.760, -0.882], [-2.646, 3.708, -0.003], [-4.317, -1.063, 3.820], [-4.988, -3.382, 4.215], [-4.522, -5.126, 2.521], [-3.238, -4.549, 0.507], [-3.721, -4.153, -1.630], [-5.082, -4.273, -3.674], [-5.291, -2.298, -5.145], [-4.164, -0.182, -4.540], [-2.830, -0.055, -2.466], [-1.043, -3.381, -2.799], [0.482, -5.291, -3.064], [1.363, -6.466, -1.065], [0.731, -5.691, 1.186], [-0.839, -3.802, 1.456], [-5.537, 0.427, 2.642], [-5.935, 2.417, 4.031], [-4.122, 4.048, 4.428], [-1.940, 3.756, 3.297], [0.233, 4.459, 1.908], [1.907, 5.097, 3.596], [2.892, 3.385, 5.082], [2.256, 1.008, 4.814], [0.568, 0.368, 3.120], [0.720, 3.432, -0.323], [0.329, 5.306, -1.868], [-1.965, 6.169, -2.227], [-3.868, 5.119, -1.048], [-3.487, 3.275, 0.522], [2.652, -1.871, 1.521], [3.247, -2.490, 0.337], [4.480, -3.231, 0.525], [2.568, -2.285, -0.829], [1.546, -1.577, -0.795], [3.017, -2.797, -2.009], [2.435, -2.315, -3.252], [3.895, -3.941, -2.190], [3.330, -1.987, 2.363], [1.696, -2.329, 1.767], [2.464, -0.811, 1.334], [4.976, -2.864, 1.421], [5.165, -3.085, -0.307], [4.314, -4.303, 0.671], [1.826, -1.439, -3.066], [1.809, -3.085, -3.712], [3.234, -2.051, -3.947], [3.885, -4.592, -1.321], [4.922, -3.640, -2.414], [3.526, -4.522, -3.036], [4.306, 4.318, 0.284], [4.643, 3.102, 0.976], [5.625, 3.089, 2.051], [5.634, 1.620, 2.508], [4.568, 1.045, 1.705], [4.034, 1.914, 0.829], [2.851, 1.544, -0.293], [5.210, 4.778, -0.117], [3.809, 5.025, 0.955], [3.633, 4.073, -0.533], [5.320, 3.766, 2.853], [6.598, 3.418, 1.681], [5.423, 1.520, 3.574], [6.588, 1.134, 2.299], [4.268, 0.090, 1.760]], "charge": 1, "gap_ev": 5.76}

Record 4
{"formula": "C14H27N7O7Ti", "method": "the ωB97M-V functional and the def2-TZVPD basis", "elements": ["O", "H", "Ti", "N", "N", "N", "N", "O", "O", "O", "O", "C", "C", "C", "C", "C", "H", "H", "H", "C", "H", "H", "H", "C", "C", "H", "H", "H", "H", "H", "H", "H", "H", "C", "H", "H", "H", "O", "H", "H", "C", "N", "C", "C", "C", "N", "C", "O", "N", "H", "H", "H", "H", "H", "H", "H"], "xyz": [[-0.417, -1.146, -3.976], [-0.564, -1.095, -4.931], [0.151, 0.222, -0.676], [1.383, -1.439, -1.135], [-1.190, -1.648, -0.651], [0.410, 2.307, -0.549], [-1.676, 1.048, 0.239], [2.619, -1.272, -1.463], [1.470, 3.044, -1.109], [-2.824, 0.464, 0.624], [-2.409, -1.855, -0.257], [-0.532, -2.780, -1.012], [0.807, -2.629, -1.446], [-0.485, 3.078, 0.045], [-1.570, 2.348, 0.602], [1.583, -3.638, -2.225], [1.544, -3.408, -3.305], [1.197, -4.657, -2.068], [2.628, -3.581, -1.896], [-1.263, -4.060, -0.894], [-2.157, -4.045, -1.528], [-1.561, -4.252, 0.147], [-0.594, -4.860, -1.218], [-0.166, 4.509, 0.189], [-2.499, 2.988, 1.560], [0.465, 4.858, -0.640], [0.388, 4.629, 1.136], [-1.114, 5.059, 0.229], [-3.090, 2.250, 2.099], [-3.186, 3.690, 1.074], [-1.972, 3.594, 2.308], [2.089, 2.374, -1.459], [-2.701, -0.535, 0.271], [-2.181, 0.125, -2.938], [-1.967, -0.742, -3.501], [-1.687, 1.068, -3.189], [-2.956, 0.113, -2.181], [0.742, 0.603, -2.332], [0.100, -0.365, -3.635], [0.857, 1.344, -2.949], [-0.062, -1.042, 4.496], [0.705, -0.441, 3.414], [1.884, 0.181, 3.652], [2.643, 0.693, 2.635], [2.210, 0.501, 1.327], [0.956, 0.065, 1.145], [0.174, -0.487, 2.140], [-0.934, -0.987, 1.932], [2.942, 0.769, 0.222], [0.485, -1.893, 4.914], [-1.017, -1.372, 4.086], [-0.219, -0.298, 5.279], [2.163, 0.214, 4.703], [3.589, 1.184, 2.800], [3.847, 1.181, 0.430], [2.960, 0.024, -0.538]], "charge": 0, "gap_ev": [5.62, 5.47], "s_squared": 2.02, "multiplicity": 3}

Record 5
{"formula": "C5H10NO", "method": "the ωB97M-V functional and the def2-TZVPD basis", "elements": ["C", "O", "C", "C", "C", "C", "N", "H", "H", "H", "H", "H", "H", "H", "H", "H", "H"], "xyz": [[1.832, 0.386, 0.751], [2.862, 0.524, -0.097], [0.999, -0.895, 0.579], [-0.409, -0.711, 1.148], [-1.373, 0.082, 0.334], [-1.590, -0.149, -0.954], [-2.480, 0.710, -1.702], [2.006, 0.521, 1.832], [1.143, 1.221, 0.525], [0.929, -1.261, -0.430], [1.508, -1.694, 1.125], [-0.258, -0.279, 2.138], [-0.884, -1.670, 1.369], [-1.942, 0.831, 0.821], [-0.839, -0.544, -1.638], [-2.079, 1.640, -1.726], [-2.573, 0.455, -2.672]], "charge": 0, "gap_ev": [9.77, 7.44], "s_squared": 0.75, "multiplicity": 2}

Record 6
{"formula": "AgI", "method": "the ωB97M-V functional and the def2-TZVPD basis", "elements": ["Ag", "I"], "xyz": [[-0.712, 1.253, 0.227], [0.712, -1.253, -0.227]], "charge": 1, "gap_ev": [9.12, 6.73], "s_squared": 0.75, "multiplicity": 2}

Across the entries above, max |F| takes the values 18.5 2.1 1.3 4.1 2.6 0.6 eV/Å, respectively.
Across the entries above, DFT total energy takes the values -1227.2257 -286.5713 -5148.6328 -2308.8977 -326.3836 -444.3375 a.u., respectively.